[1]
DFT (ωB97M-V with the def2-TZVPD basis set) results for a structure of composition C59H61Cl2GeN3P2SeTi.

```
130
Properties=species:S:1:pos:R:3
Ti -0.311 -0.010 0.578
N 2.174 0.883 2.146
P 2.278 0.657 0.466
C 3.879 -0.190 0.350
C 4.094 -1.410 0.999
C 5.338 -2.012 0.959
C 6.384 -1.411 0.268
C 6.179 -0.209 -0.385
C 4.931 0.400 -0.349
C 2.546 2.258 -0.325
C 2.255 2.407 -1.678
C 2.413 3.641 -2.290
C 2.857 4.730 -1.553
C 3.152 4.586 -0.205
C 2.998 3.351 0.410
P 0.631 0.696 2.807
C 0.320 2.230 3.721
C 1.159 2.498 4.806
C 1.050 3.693 5.495
C 0.088 4.625 5.126
C -0.765 4.357 4.067
C -0.646 3.164 3.367
C 0.809 -0.517 4.140
C -0.220 -0.654 5.073
C -0.105 -1.565 6.110
C 1.045 -2.334 6.234
C 2.071 -2.202 5.311
C 1.952 -1.303 4.260
H 2.948 1.261 2.683
H 3.293 -1.899 1.536
H 5.496 -2.954 1.466
H 7.357 -1.882 0.242
H 6.989 0.262 -0.926
H 4.788 1.335 -0.872
H 1.910 1.566 -2.267
H 2.184 3.753 -3.341
H 2.973 5.694 -2.030
H 3.506 5.432 0.367
H 3.226 3.255 1.464
H 1.898 1.773 5.130
H 1.705 3.893 6.331
H 0.003 5.554 5.671
H -1.521 5.073 3.778
H -1.313 2.974 2.538
H -1.101 -0.022 5.023
H -0.901 -1.660 6.836
H 1.145 -3.027 7.058
H 2.971 -2.794 5.413
H 2.757 -1.202 3.547
C -0.367 1.816 0.585
Ge -1.994 2.296 -0.480
C -1.714 1.547 -2.271
C -0.709 0.617 -2.513
C -0.500 0.038 -3.758
C -1.322 0.403 -4.815
C -2.324 1.343 -4.610
C -2.512 1.911 -3.358
C -2.043 4.217 -0.580
C -0.898 5.002 -0.435
C -0.976 6.382 -0.553
C -2.195 6.989 -0.817
C -3.339 6.219 -0.960
C -3.265 4.838 -0.836
C -3.688 1.645 0.219
C -4.655 1.117 -0.640
C -5.910 0.752 -0.169
C -6.220 0.915 1.174
C -5.276 1.448 2.042
C -4.026 1.816 1.563
H 0.184 2.731 0.787
H -0.013 0.346 -1.706
H 0.311 -0.664 -3.911
H -1.169 -0.025 -5.795
H -2.957 1.640 -5.434
H -3.284 2.664 -3.242
H 0.070 4.552 -0.248
H -0.086 6.987 -0.441
H -2.254 8.065 -0.911
H -4.289 6.694 -1.161
H -4.173 4.253 -0.928
H -4.428 0.969 -1.689
H -6.648 0.350 -0.849
H -7.199 0.642 1.543
H -5.519 1.588 3.086
H -3.308 2.233 2.260
C -0.658 -6.356 4.970
C 0.550 -5.752 4.266
C 0.372 -5.612 2.756
C -0.701 -4.596 2.398
N -0.944 -4.551 0.952
C -0.375 -3.711 0.076
Se 0.875 -2.381 0.512
N -0.770 -4.033 -1.165
C -0.414 -3.362 -2.422
C 0.625 -4.133 -3.227
C 2.041 -4.035 -2.659
C 2.663 -2.655 -2.844
C -1.613 -5.143 -1.091
C -2.291 -5.850 -2.078
C -3.066 -6.909 -1.649
C -3.165 -7.251 -0.290
C -2.495 -6.544 0.689
C -1.718 -5.477 0.253
H -0.452 -6.529 6.025
H -0.928 -7.318 4.531
H -1.537 -5.711 4.925
H 1.424 -6.378 4.450
H 0.782 -4.772 4.695
H 0.111 -6.582 2.322
H 1.309 -5.297 2.289
H -0.407 -3.590 2.707
H -1.657 -4.831 2.867
H -0.053 -2.370 -2.150
H -1.346 -3.237 -2.976
H 0.610 -3.732 -4.245
H 0.313 -5.177 -3.304
H 2.666 -4.785 -3.148
H 2.034 -4.298 -1.597
H 2.646 -2.357 -3.895
H 3.702 -2.637 -2.514
H 2.134 -1.895 -2.264
H -2.213 -5.595 -3.124
H -3.609 -7.494 -2.377
H -3.780 -8.092 -0.004
H -2.569 -6.813 1.733
Cl -2.350 -1.260 -0.581
C -3.185 -1.599 0.967
Cl -2.168 -0.960 2.280
H -3.278 -2.675 1.085
H -4.133 -1.064 0.960
```

The spin multiplicity is 1. The total charge is +2. As for the HOMO energy: -12.71 eV. The value obtained for the largest force on an atom is 0.90 eV/Å.

Atom charges from the Löwdin analysis, given in e for atoms 1 to 99: number 1, Ti, carries 0.12; number 2, N, carries -0.33; number 3, P, carries 0.93; number 4, C, carries -0.33; number 5, C, carries -0.14; number 6, C, carries -0.06; number 7, C, carries -0.06; number 8, C, carries -0.06; number 9, C, carries -0.07; number 10, C, carries -0.40; number 11, C, carries -0.09; number 12, C, carries -0.05; number 13, C, carries -0.06; number 14, C, carries -0.06; number 15, C, carries -0.08; number 16, P, carries 0.89; number 17, C, carries -0.32; number 18, C, carries -0.08; number 19, C, carries -0.05; number 20, C, carries -0.05; number 21, C, carries -0.05; number 22, C, carries -0.09; number 23, C, carries -0.37; number 24, C, carries -0.12; number 25, C, carries -0.06; number 26, C, carries -0.07; number 27, C, carries -0.07; number 28, C, carries -0.09; number 29, H, carries 0.10; number 30, H, carries 0.02; number 31, H, carries 0.11; number 32, H, carries 0.12; number 33, H, carries 0.12; number 34, H, carries 0.10; number 35, H, carries 0.10; number 36, H, carries 0.12; number 37, H, carries 0.12; number 38, H, carries 0.11; number 39, H, carries 0.10; number 40, H, carries 0.11; number 41, H, carries 0.12; number 42, H, carries 0.12; number 43, H, carries 0.12; number 44, H, carries 0.06; number 45, H, carries 0.10; number 46, H, carries 0.11; number 47, H, carries 0.12; number 48, H, carries 0.12; number 49, H, carries 0.08; number 50, C, carries -0.39; number 51, Ge, carries 0.93; number 52, C, carries -0.28; number 53, C, carries -0.20; number 54, C, carries -0.08; number 55, C, carries -0.06; number 56, C, carries -0.05; number 57, C, carries -0.09; number 58, C, carries -0.27; number 59, C, carries -0.10; number 60, C, carries -0.07; number 61, C, carries -0.07; number 62, C, carries -0.07; number 63, C, carries -0.10; number 64, C, carries -0.33; number 65, C, carries -0.13; number 66, C, carries -0.07; number 67, C, carries -0.07; number 68, C, carries -0.07; number 69, C, carries -0.12; number 70, H, carries -0.01; number 71, H, carries 0.03; number 72, H, carries 0.10; number 73, H, carries 0.11; number 74, H, carries 0.11; number 75, H, carries 0.11; number 76, H, carries 0.08; number 77, H, carries 0.11; number 78, H, carries 0.11; number 79, H, carries 0.11; number 80, H, carries 0.10; number 81, H, carries 0.09; number 82, H, carries 0.11; number 83, H, carries 0.11; number 84, H, carries 0.11; number 85, H, carries 0.09; number 86, C, carries -0.10; number 87, C, carries -0.24; number 88, C, carries -0.18; number 89, C, carries -0.15; number 90, N, carries -0.01; number 91, C, carries -0.61; number 92, Se, carries 0.78; number 93, N, carries -0.02; number 94, C, carries -0.17; number 95, C, carries -0.17; number 96, C, carries -0.25; number 97, C, carries -0.11; number 98, C, carries -0.14; number 99, C, carries 0.01

[2]
DFT (ωB97M-V with the def2-TZVPD basis set) results for a cluster of 2 separate species, C6H9N2O2 in total at a distorted geometry.

```
19
Properties=species:S:1:pos:R:3
C -0.426 -2.121 1.120
C 0.780 -1.244 0.864
C 2.589 -0.565 -0.280
C 1.175 -0.084 1.411
N 1.668 -1.591 -0.253
N 2.403 0.214 0.789
H 3.570 -0.619 -0.773
H -0.551 -2.182 2.195
H -0.134 -3.156 0.753
H 2.842 1.156 0.724
H 0.646 0.423 2.153
H -1.332 -1.791 0.658
C -1.826 1.107 -1.771
C -2.006 2.374 -0.794
O -2.937 2.216 0.016
O -1.166 3.253 -0.916
H -2.171 0.341 -1.190
H -0.777 1.092 -2.033
H -2.348 1.177 -2.671
```

The spin multiplicity is 1. The total charge is -1. As for the HOMO energy: -3.61 eV. The value obtained for the largest force on an atom is 4.83 eV/Å.

Charges in e, computed with Löwdin, in the same order as the atoms: number 1, C, carries -0.05; number 2, C, carries -0.33; number 3, C, carries -0.22; number 4, C, carries -0.06; number 5, N, carries 0.07; number 6, N, carries 0.00; number 7, H, carries 0.11; number 8, H, carries 0.06; number 9, H, carries 0.09; number 10, H, carries 0.16; number 11, H, carries 0.10; number 12, H, carries 0.06; number 13, C, carries -0.04; number 14, C, carries -0.82; number 15, O, carries -0.12; number 16, O, carries -0.09; number 17, H, carries 0.00; number 18, H, carries 0.04; number 19, H, carries 0.02

[3]
DFT (ωB97M-V with the def2-TZVPD basis set) results for a cluster of 8 separate species, C56H59F7NO4 in total at a distorted geometry.

```
127
Properties=species:S:1:pos:R:3
C 0.315 6.325 -1.757
C -0.427 5.395 -1.654
C -1.342 4.261 -1.443
N -0.679 3.297 -0.581
C -1.511 2.183 -0.112
C -1.694 2.267 1.422
C -1.772 3.704 1.906
C -2.372 3.839 3.317
C -2.569 5.328 3.648
C -3.963 5.709 4.199
O -5.022 4.872 3.811
C -5.272 4.892 2.420
C -5.854 6.217 1.906
O -0.765 1.023 -0.491
C -1.211 -0.172 0.113
C -0.996 -1.261 -0.943
C -2.901 2.104 -0.836
O -2.904 1.812 -2.052
O -3.921 2.330 -0.112
H 0.967 7.143 -1.581
H -2.235 4.675 -0.981
H -1.634 3.858 -2.415
H 0.115 2.885 -1.053
H -2.555 1.685 1.733
H -0.818 1.808 1.893
H -0.810 4.206 1.881
H -2.429 4.256 1.230
H -1.638 3.410 4.000
H -3.298 3.273 3.342
H -2.302 5.949 2.795
H -1.852 5.591 4.427
H -4.168 6.742 3.889
H -3.919 5.740 5.285
H -6.000 4.105 2.239
H -4.398 4.634 1.822
H -6.444 5.994 1.020
H -5.056 6.872 1.560
H -6.462 6.699 2.665
H -2.274 -0.165 0.354
H -0.597 -0.412 0.984
H -1.547 -2.151 -0.641
H -1.446 -0.932 -1.876
H 0.072 -1.432 -1.027
F 1.427 2.946 2.410
C 2.511 2.222 2.093
C 2.998 2.286 0.804
C 4.116 1.535 0.476
C 4.724 0.729 1.429
C 4.217 0.676 2.721
C 3.103 1.432 3.059
H 2.501 2.913 0.076
H 4.512 1.577 -0.530
H 5.591 0.142 1.165
H 4.686 0.046 3.463
H 2.691 1.412 4.060
F 5.828 -1.974 2.315
C 6.908 -2.710 1.989
C 7.387 -2.654 0.695
C 8.503 -3.409 0.363
C 9.114 -4.209 1.318
C 8.612 -4.253 2.612
C 7.502 -3.496 2.955
H 6.890 -2.029 -0.035
H 8.894 -3.371 -0.645
H 9.982 -4.799 1.054
H 9.083 -4.880 3.357
H 7.098 -3.510 3.959
F -2.724 -4.094 0.008
C -3.989 -3.669 0.190
C -5.009 -4.264 -0.520
C -6.310 -3.816 -0.332
C -6.571 -2.784 0.558
C -5.528 -2.190 1.255
C -4.230 -2.635 1.072
H -4.785 -5.058 -1.221
H -7.119 -4.268 -0.890
H -7.585 -2.430 0.694
H -5.723 -1.370 1.933
H -3.401 -2.183 1.602
F 9.455 -6.239 5.415
C 10.794 -6.230 5.567
C 11.403 -5.092 6.057
C 12.782 -5.088 6.213
C 13.527 -6.209 5.874
C 12.893 -7.340 5.380
C 11.514 -7.357 5.227
H 10.804 -4.227 6.309
H 13.274 -4.206 6.601
H 14.602 -6.199 5.994
H 13.472 -8.213 5.111
H 10.999 -8.230 4.849
F -8.697 5.081 -3.725
C -7.612 4.295 -3.942
C -7.050 4.270 -5.200
C -5.936 3.468 -5.417
C -5.412 2.705 -4.382
C -5.998 2.741 -3.125
C -7.105 3.547 -2.898
H -7.477 4.870 -5.994
H -5.475 3.444 -6.396
H -4.543 2.083 -4.547
H -5.579 2.150 -2.319
H -7.570 3.599 -1.922
F -6.285 -4.643 -3.806
C -5.657 -3.519 -4.232
C -5.563 -2.441 -3.378
C -4.914 -1.292 -3.812
C -4.380 -1.239 -5.092
C -4.490 -2.335 -5.937
C -5.130 -3.490 -5.507
H -5.989 -2.497 -2.390
H -4.820 -0.440 -3.149
H -3.875 -0.343 -5.427
H -4.076 -2.294 -6.936
H -5.220 -4.358 -6.147
F 2.458 -1.825 -1.776
C 2.188 -1.960 -3.087
C 2.370 -3.191 -3.685
C 2.090 -3.327 -5.037
C 1.640 -2.237 -5.769
C 1.464 -1.008 -5.147
C 1.736 -0.865 -3.795
H 2.724 -4.027 -3.096
H 2.222 -4.287 -5.518
H 1.423 -2.346 -6.824
H 1.112 -0.158 -5.714
H 1.593 0.081 -3.288
```

The spin multiplicity is 1. The total charge is -1. As for the HOMO energy: -4.94 eV. The value obtained for the largest force on an atom is 1.55 eV/Å.

Atom charges from the Löwdin analysis, given in e for atoms 1 to 99: number 1, C, carries 0.08; number 2, C, carries -0.12; number 3, C, carries -0.22; number 4, N, carries 0.04; number 5, C, carries -0.41; number 6, C, carries -0.12; number 7, C, carries -0.21; number 8, C, carries -0.19; number 9, C, carries -0.17; number 10, C, carries -0.23; number 11, O, carries -0.16; number 12, C, carries -0.26; number 13, C, carries -0.07; number 14, O, carries -0.10; number 15, C, carries -0.26; number 16, C, carries -0.04; number 17, C, carries -0.64; number 18, O, carries -0.04; number 19, O, carries -0.05; number 20, H, carries 0.01; number 21, H, carries 0.12; number 22, H, carries 0.11; number 23, H, carries 0.11; number 24, H, carries 0.11; number 25, H, carries 0.11; number 26, H, carries 0.10; number 27, H, carries 0.09; number 28, H, carries 0.11; number 29, H, carries 0.11; number 30, H, carries 0.10; number 31, H, carries 0.10; number 32, H, carries 0.11; number 33, H, carries 0.11; number 34, H, carries 0.12; number 35, H, carries 0.10; number 36, H, carries 0.07; number 37, H, carries 0.07; number 38, H, carries 0.07; number 39, H, carries 0.11; number 40, H, carries 0.12; number 41, H, carries 0.05; number 42, H, carries 0.08; number 43, H, carries 0.06; number 44, F, carries 0.07; number 45, C, carries -0.28; number 46, C, carries -0.01; number 47, C, carries -0.08; number 48, C, carries -0.10; number 49, C, carries -0.09; number 50, C, carries -0.02; number 51, H, carries 0.11; number 52, H, carries 0.10; number 53, H, carries 0.08; number 54, H, carries 0.09; number 55, H, carries 0.11; number 56, F, carries 0.06; number 57, C, carries -0.28; number 58, C, carries -0.01; number 59, C, carries -0.08; number 60, C, carries -0.10; number 61, C, carries -0.08; number 62, C, carries -0.01; number 63, H, carries 0.12; number 64, H, carries 0.10; number 65, H, carries 0.10; number 66, H, carries 0.09; number 67, H, carries 0.12; number 68, F, carries 0.05; number 69, C, carries -0.28; number 70, C, carries -0.03; number 71, C, carries -0.11; number 72, C, carries -0.10; number 73, C, carries -0.07; number 74, C, carries -0.01; number 75, H, carries 0.12; number 76, H, carries 0.11; number 77, H, carries 0.10; number 78, H, carries 0.11; number 79, H, carries 0.12; number 80, F, carries 0.05; number 81, C, carries -0.29; number 82, C, carries -0.02; number 83, C, carries -0.08; number 84, C, carries -0.10; number 85, C, carries -0.09; number 86, C, carries -0.02; number 87, H, carries 0.12; number 88, H, carries 0.10; number 89, H, carries 0.10; number 90, H, carries 0.10; number 91, H, carries 0.12; number 92, F, carries 0.03; number 93, C, carries -0.30; number 94, C, carries -0.04; number 95, C, carries -0.09; number 96, C, carries -0.09; number 97, C, carries -0.06; number 98, C, carries -0.01; number 99, H, carries 0.11

[4]
DFT (ωB97M-V with the def2-TZVPD basis set) results for a structure of composition C4H3AuLi2O2 at a distorted geometry.

```
12
Properties=species:S:1:pos:R:3
C -1.318 0.631 -1.195
O -2.287 0.273 -1.844
Au -3.781 0.689 -2.241
Li 1.397 1.902 -0.301
C 0.265 -0.566 1.461
C 0.316 -0.506 0.248
C 0.014 -0.152 -1.152
O 0.956 0.723 -1.660
Li 1.941 0.523 -3.151
H 0.391 -0.721 2.521
H -0.120 -1.068 -1.753
H -1.355 1.459 -0.424
```

The spin multiplicity is 3. The total charge is +4. As for the HOMO energy (alpha / beta): -28.23 / -28.03 eV. The value obtained for the largest force on an atom is 19.52 eV/Å.

Charges in e, computed with Löwdin, in the same order as the atoms: number 1, C, carries 0.04; number 2, O, carries -0.12; number 3, Au, carries 1.66; number 4, Li, carries 0.87; number 5, C, carries 0.52; number 6, C, carries 0.21; number 7, C, carries -0.39; number 8, O, carries -0.27; number 9, Li, carries 0.91; number 10, H, carries 0.17; number 11, H, carries 0.20; number 12, H, carries 0.22

> total charge of number 4 (C4H3AuLi2O2)?

+4